Entry 1:
Below is a cluster of 2 separate species, CH2BF3 in total, with properties calculated with wB97M-V/def2-TZVPD.

The geometry in ORCA input format:
```
! wB97M-V def2-TZVPD RIJCOSX def2/J DEFGRID3
* xyz 0 1
B -1.947 0.176 -0.031
F 1.539 0.489 -1.176
H -2.059 0.363 1.016
H -2.136 -0.236 -1.097
F 1.854 -1.383 0.225
C 1.231 -0.083 0.041
F 1.518 0.674 1.022
*
```

Values from the calculation:
* HOMO-LUMO gap (alpha / beta): 6.2 / 6.2 eV



Entry 2:
Below is the molecule C18H19ClN4O6S, with properties calculated with wB97M-V/def2-TZVPD.

The geometry in ORCA input format:
```
! wB97M-V def2-TZVPD RIJCOSX def2/J DEFGRID3
* xyz 0 1
C 3.092 0.588 -1.776
C 1.789 -2.120 -0.502
N -0.003 -0.748 -1.327
C -2.409 0.186 -3.864
C -3.928 0.487 -5.743
C -3.930 2.056 -3.943
H -0.959 -1.429 -3.685
C 1.503 -0.718 4.410
O 0.755 -2.447 -2.656
N -0.968 -0.143 -2.041
H 1.298 1.137 1.591
C 1.918 -0.905 1.655
C -2.925 -0.232 -5.102
C -2.933 1.346 -3.297
H 1.318 -2.866 0.144
S 3.593 -0.232 -0.243
O 3.954 0.761 0.717
H -2.552 1.684 -2.346
H 1.357 1.296 6.106
C -4.436 1.634 -5.170
H 2.568 -2.911 2.056
N -4.452 3.257 -3.335
H 2.166 -2.742 4.483
O 4.537 -1.260 -0.566
H 1.116 0.206 7.487
H -1.149 -0.380 6.679
C 0.849 0.384 6.441
Cl -2.334 -1.654 -5.865
O -3.973 3.604 -2.278
H 2.303 1.290 -1.541
H -5.213 2.208 -5.650
H 3.962 1.108 -2.157
C 1.965 -1.905 3.834
N 2.128 -0.932 0.249
H 2.689 -2.566 -0.938
O 1.352 -0.748 5.757
H 2.765 -0.163 -2.483
H -1.006 1.369 6.901
C 0.804 -1.809 -1.630
H 0.924 1.318 3.988
H -4.304 0.140 -6.692
H 0.175 -0.291 -0.438
C -1.360 -0.554 -3.183
C 2.181 -1.995 2.477
C -0.665 0.522 6.312
C 1.263 0.377 3.586
C 1.469 0.278 2.221
O -5.336 3.842 -3.921
H -0.958 0.671 5.276
*
```

Values from the calculation:
* HOMO-LUMO gap: 7.9 eV
* structure (SMILES): CCOc1ccc(N(CC(=O)N/N=C/c2cc([N+](=O)[O-])ccc2Cl)S(C)(=O)=O)cc1



Entry 3:
Below is a structure of composition C36H53AsBrINO4P2RuS4, with properties calculated with wB97M-V/def2-TZVPD.

The geometry in ORCA input format:
```
! wB97M-V def2-TZVPD RIJCOSX def2/J DEFGRID3
* xyz -2 2
H -2.546 0.234 5.784
C 2.363 -1.006 2.572
P -1.016 0.291 3.277
S -2.324 0.780 -0.785
O -0.358 0.191 1.940
C -1.229 2.722 5.533
C -3.861 -2.282 3.815
H -1.535 4.986 3.845
C -2.136 -1.780 -3.402
H 3.985 -5.961 -1.960
I -2.569 2.015 -4.215
C 1.719 -2.135 -1.598
C 1.442 -1.068 -4.680
N 1.822 -0.582 0.217
C -1.142 2.868 4.021
H 1.300 1.582 -2.423
C 2.214 -3.251 -2.267
O -1.749 1.714 3.413
H 3.224 3.024 0.643
H 4.199 -1.805 0.685
C -3.406 2.242 -8.527
H 2.189 -3.122 2.123
H 1.726 -0.426 -5.519
H 0.765 -1.834 -5.069
C -2.871 -0.774 5.540
C -0.920 -2.419 -2.739
H 0.895 2.135 3.826
H 4.894 -4.932 -3.058
H -0.377 -3.011 -3.483
H 5.171 1.446 5.059
C -2.593 1.811 -6.286
C 3.551 1.492 2.725
H -0.763 3.584 6.014
H -2.892 -2.543 -3.603
H 3.231 -5.369 -3.435
C -1.647 0.940 -6.836
Ru -0.107 0.038 -0.183
H -4.175 -2.363 2.774
C 4.095 -3.299 -0.836
S 0.838 4.326 -2.083
H -2.023 -1.435 5.712
H 2.676 0.524 -2.759
C 0.308 3.020 3.574
C -1.581 0.721 -8.202
H -1.889 -1.302 -4.350
H -4.067 1.158 3.952
H -1.887 -2.752 -0.831
H -0.118 0.215 -3.949
Br -4.773 3.666 -6.535
H 3.973 2.490 2.785
C 2.424 -0.189 1.445
H 2.345 -1.567 -4.326
H 0.740 3.885 4.081
H 2.007 2.045 -0.165
H 5.043 -3.736 -0.533
H 3.707 1.695 -0.421
H -3.067 -3.010 3.990
H -4.783 0.053 2.784
O -2.303 -0.682 3.143
H 3.583 2.047 5.522
C 4.119 1.169 5.158
C -2.463 1.370 -9.054
H -2.993 3.976 3.924
P 0.263 -1.178 -2.093
C -1.358 -3.331 -1.591
H -4.709 -2.518 4.461
H -2.021 4.040 2.441
C 3.396 -3.874 -1.905
C 1.600 -2.300 2.543
C 3.546 0.680 3.854
C 3.631 -2.206 -0.144
S -1.263 2.321 0.054
H 1.970 1.531 -4.041
C 2.981 2.007 0.336
H -0.952 0.441 -6.174
S -2.070 5.686 -0.373
As -1.169 4.120 -1.459
H -2.423 1.207 -10.123
H -0.833 0.044 -8.596
H -0.508 -3.814 -1.105
H 1.660 -3.647 -3.112
C 1.739 0.916 -3.168
C -3.350 -0.876 4.098
H 4.046 0.398 5.926
C -1.978 4.039 3.527
C 2.382 -1.610 -0.470
H 2.854 -1.185 4.642
H -3.695 -1.052 6.204
H -5.295 -0.016 4.485
H 0.702 -2.189 1.933
H 1.293 -2.571 3.553
C 2.943 -0.565 3.756
C 0.812 -0.222 -3.574
H 0.363 3.190 2.497
H -4.100 2.759 -9.174
H -2.033 -4.106 -1.959
C 3.905 -5.094 -2.622
C -3.460 2.457 -7.155
H -0.715 1.815 5.851
O -0.224 0.005 4.500
C 2.990 1.081 1.521
H -2.584 -1.019 -2.765
H -2.274 2.674 5.847
C -4.446 0.146 3.816
*
```

Values from the calculation:
* HOMO-LUMO gap (alpha / beta): 4.3 / 4.1 eV



Entry 4:
Below is the molecule C4H9NO2, with properties calculated with wB97M-V/def2-TZVPD.

The geometry in ORCA input format:
```
! wB97M-V def2-TZVPD RIJCOSX def2/J DEFGRID3
* xyz 0 1
C -1.174 0.813 0.277
O -0.715 -1.594 0.219
C 1.481 -0.075 -1.161
H 1.918 0.628 -1.878
H -2.422 -0.773 -0.481
C 1.119 0.812 1.323
O -0.207 1.002 1.323
H -2.271 -0.731 1.284
H -0.113 -1.486 0.970
H 2.729 0.309 0.434
C -1.718 -0.609 0.342
H -1.979 1.519 0.501
H 1.946 -1.055 -1.300
H -0.766 1.076 -0.700
N 1.745 0.372 0.216
H 0.427 -0.206 -1.368
*
```

Values from the calculation:
* HOMO-LUMO gap: 9.1 eV



Per-record energy relative to the best compared isomer or geometry (same formula, charge and spin), kJ/mol: 654.09; 87.98; 266.87; 354.84